[1]
The following is a quantum chemistry calculation of one molecule with the formula C5H8BrOP in a non-equilibrium geometry, from the OMol25 dataset.

For the energy above the lowest of the compared OMol25 structures with the same formula, charge and spin, the calculation gives 224.9 kJ/mol. As for the total energy: -3185.83413 a.u. The calculation puts the HOMO energy at -9.157 eV. Its LUMO energy is 0.2 eV. The gap between HOMO and LUMO is 9.316 eV.

Element x y z (Å)
C (-0.355, -0.404, -0.223)
C (-1.685, 0.181, 0.260)
C (0.495, -1.569, 0.372)
C (1.006, -0.125, 0.282)
C (2.030, 0.385, -0.722)
O (-3.841, 1.817, -0.186)
P (-2.446, 2.049, -0.050)
Br (-1.670, 1.002, 2.116)
H (-0.524, -0.423, -1.356)
H (-2.275, -0.745, 0.186)
H (0.951, -2.348, -0.375)
H (0.339, -1.872, 1.428)
H (1.240, 0.292, 1.197)
H (2.818, -0.248, -0.994)
H (2.450, 1.314, -0.406)
H (1.464, 0.694, -1.531)

These are the Löwdin partial charges, in e, on atoms 1 to 4: -0.37, -0.66, -0.05, -0.34


[2]
The following is a quantum chemistry calculation of one molecule with the formula C5H8Cl2Si in a non-equilibrium geometry, from the OMol25 dataset.

For the energy above the lowest of the compared OMol25 structures with the same formula, charge and spin, the calculation gives 386.0 kJ/mol. As for the total energy: -1405.12601 a.u. The calculation puts the HOMO energy (spin up / spin down) at -8.793 / -8.812 eV. Its LUMO energy (spin up / spin down) is 0.0 / -0.5 eV. The gap between HOMO and LUMO (spin up / spin down) is 8.749 / 8.269 eV.

Element x y z (Å)
C (-0.799, -1.785, 0.542)
C (-1.484, -1.086, -0.324)
C (0.597, -1.414, 0.827)
C (0.270, 1.162, -1.038)
C (-0.677, 2.085, -0.338)
Si (1.329, 0.071, -0.069)
Cl (2.855, -0.627, -1.202)
Cl (2.193, 0.987, 1.479)
H (-1.249, -2.607, 1.127)
H (-2.383, -0.964, -0.904)
H (0.887, -1.538, 1.843)
H (1.232, -2.207, 0.470)
H (0.004, 0.966, -1.990)
H (-0.346, 3.129, -0.597)
H (-0.620, 1.839, 0.833)
H (-1.809, 1.989, -0.658)

These are the Löwdin partial charges, in e, on atoms 1 to 4: -0.26, 0.11, -0.35, -0.25


[3]
The following is a quantum chemistry calculation of one molecule with the formula C5H8Cl4O in a non-equilibrium geometry, from the OMol25 dataset.

As for the total energy: -2111.27866 a.u. The calculation puts the HOMO energy at -10.406 eV. Its LUMO energy is 0.4 eV. As for the SMILES: CC(Cl)(Cl)[C@H](Cl)[C@@H](O)CCl. The gap between HOMO and LUMO is 10.762 eV.

Element x y z (Å)
C (2.678, -0.245, 0.602)
C (1.427, 0.479, 0.121)
Cl (1.632, 1.166, -1.578)
Cl (1.216, 1.973, 1.282)
C (0.173, -0.334, 0.174)
Cl (0.426, -1.705, -1.092)
C (-1.223, 0.425, -0.136)
O (-1.292, 0.660, -1.594)
C (-2.509, -0.331, 0.209)
Cl (-3.689, 0.887, 0.365)
H (3.467, 0.406, 0.933)
H (2.424, -0.886, 1.346)
H (2.888, -0.849, -0.208)
H (0.092, -0.994, 1.197)
H (-1.207, 1.435, 0.227)
H (-1.432, -0.171, -2.045)
H (-2.321, -1.019, 0.981)
H (-2.751, -0.899, -0.784)

These are the Löwdin partial charges, in e, on atoms 1 to 4: -0.15, -1.10, 0.61, 0.55


[4]
The following is a quantum chemistry calculation of a 2-piece molecular cluster, C5H8ClI overall in a non-equilibrium geometry, from the OMol25 dataset.

For the energy above the lowest of the compared OMol25 structures with the same formula, charge and spin, the calculation gives 249.5 kJ/mol. As for the total energy: -953.05899 a.u. The calculation puts the HOMO energy (spin up / spin down) at -9.332 / -8.861 eV. Its LUMO energy (spin up / spin down) is -1.3 / -2.4 eV. The gap between HOMO and LUMO (spin up / spin down) is 7.983 / 6.486 eV.

Element x y z (Å)
C (-1.199, -0.488, -0.314)
C (0.130, 0.113, -0.071)
C (-0.296, -1.128, 0.561)
C (0.279, 1.484, 0.718)
C (1.047, -0.157, -1.267)
Cl (0.185, -2.789, 0.343)
I (-1.078, -0.724, 3.583)
H (-2.143, 0.079, -0.063)
H (-1.315, -0.850, -1.347)
H (1.099, 1.994, 0.327)
H (0.237, 1.263, 1.743)
H (-0.655, 2.054, 0.653)
H (0.330, -0.261, -2.052)
H (1.490, -1.100, -1.308)
H (1.888, 0.509, -1.505)

These are the Löwdin partial charges, in e, on atoms 1 to 4: -0.17, -0.47, -0.68, 0.00


[5]
The following is a quantum chemistry calculation of an isolated ion of composition C5H8ClN5 and charge +2 in a non-equilibrium geometry, from the OMol25 dataset.

Its net charge is +2. For the energy above the lowest of the compared OMol25 structures with the same formula, charge and spin, the calculation gives 9.2 kJ/mol. As for the total energy: -928.47198 a.u. The calculation puts the HOMO energy (spin up / spin down) at -15.900 / -15.900 eV. Its LUMO energy (spin up / spin down) is -9.4 / -9.4 eV. The gap between HOMO and LUMO (spin up / spin down) is 6.502 / 6.503 eV.

Element x y z (Å)
C (3.429, -1.431, -0.039)
C (3.221, -0.072, -0.051)
C (1.193, -1.046, 0.146)
C (1.031, 1.163, 0.138)
C (-2.487, 0.454, -0.414)
N (-0.197, 0.852, 0.217)
N (1.874, 0.102, 0.115)
N (2.104, -2.012, -0.010)
N (-1.381, 0.943, 0.435)
N (-3.719, 0.641, 0.345)
Cl (4.397, 1.112, 0.014)
H (4.234, -2.070, -0.239)
H (1.297, 2.275, 0.173)
H (-2.237, -0.636, -0.602)
H (-2.516, 0.812, -1.508)
H (1.896, -3.024, -0.051)
H (-4.611, 0.571, -0.214)
H (-3.809, -0.211, 0.987)
H (-3.718, 1.576, 0.560)

These are the Löwdin partial charges, in e, on atoms 1 to 4: 0.02, -0.69, -0.01, 0.03


[6]
The following is a quantum chemistry calculation of one molecule with the formula C5H8ClNO in a non-equilibrium geometry, from the OMol25 dataset.

For the energy above the lowest of the compared OMol25 structures with the same formula, charge and spin, the calculation gives 353.3 kJ/mol. As for the total energy: -785.39344 a.u. The calculation puts the HOMO energy at -9.178 eV. Its LUMO energy is 1.0 eV. As for the SMILES: C=NO[C@@H]1[C@H](C)[C@@H]1Cl. The gap between HOMO and LUMO is 10.128 eV.

Element x y z (Å)
C (-0.859, -0.670, 2.921)
N (0.092, -0.883, 2.086)
O (-0.042, -0.065, 1.000)
C (0.927, -0.335, 0.019)
C (0.709, 0.434, -1.231)
C (-0.324, 1.567, -1.409)
C (0.411, -1.063, -1.238)
Cl (-1.252, -1.586, -1.226)
H (-1.673, 0.060, 2.729)
H (-0.844, -1.273, 3.805)
H (1.903, -0.611, 0.399)
H (1.661, 0.685, -1.698)
H (-0.315, 1.877, -2.443)
H (-1.394, 1.284, -1.245)
H (-0.048, 2.366, -0.734)
H (1.049, -1.786, -1.737)

These are the Löwdin partial charges, in e, on atoms 1 to 4: -0.01, -0.01, -0.16, -0.29


M (computed, g mol⁻¹): 195.00; 167.11; 225.93; 230.48; 173.61; 133.58